(1)
{"formula": "C2H2OS2", "method": "the ωB97M-V functional and the def2-TZVPD basis", "e_above_lowest_kj_mol": 233.6, "charge": 0, "gap_ha": [0.24287, 0.24283], "lumo_ev": [-2.769, -2.770], "max_force_ha_per_bohr": 0.1172, "e_tot_ha": -948.91605, "species": ["C", "C", "O", "S", "S", "H", "H"], "positions_angstrom": [[0.20130, 1.07413, 0.30411], [-0.65631, -0.00500, -0.01470], [-0.17863, 2.18745, 0.63195], [1.33295, -2.87961, -0.40242], [-0.29920, -1.70840, -0.54890], [1.24654, 1.08653, 0.05849], [-1.64665, 0.24490, -0.02854]], "forces_ev_per_angstrom": [[1.39, 2.34, -0.26], [3.37, -4.91, -0.92], [-1.03, -0.54, 0.35], [-1.40, 2.25, 0.05], [-0.59, 2.09, 1.13], [1.03, -1.20, -0.02], [-2.77, -0.02, -0.33]]}

---

(2)
{"formula": "C2H2OS3", "method": "the ωB97M-V functional and the def2-TZVPD basis", "e_above_lowest_kj_mol": 317.5, "charge": 0, "gap_ha": [0.28463, 0.25366], "lumo_ev": [-1.427, -2.019], "max_force_ha_per_bohr": 0.0583, "e_tot_ha": -1347.07062, "species": ["C", "C", "O", "S", "S", "S", "H", "H"], "positions_angstrom": [[-1.82136, 0.17793, -0.26606], [-1.56852, -0.04813, -1.41395], [0.63237, 0.91375, 1.73807], [3.50439, 0.48426, -0.07536], [2.30966, -1.01381, 0.38689], [0.51594, -0.44850, 1.33980], [-2.13878, 0.37698, 0.67461], [-1.43369, -0.44248, -2.38399]], "forces_ev_per_angstrom": [[0.31, -0.32, -2.45], [-0.27, -0.36, 0.45], [-0.20, 2.87, 0.84], [-1.07, -0.75, 0.57], [0.29, 0.31, -0.36], [1.31, -2.56, -0.85], [-0.62, 0.63, 2.21], [0.25, 0.17, -0.41]]}

---

(3)
{"formula": "C2H2S", "method": "the ωB97M-V functional and the def2-TZVPD basis", "e_above_lowest_kj_mol": 101.1, "charge": 0, "gap_ha": 0.36028, "lumo_ev": 0.641, "max_force_ha_per_bohr": 0.1105, "e_tot_ha": -475.49722, "species": ["C", "C", "S", "H", "H"], "positions_angstrom": [[1.05542, 0.57954, -0.15012], [-0.09566, 0.30750, -0.08230], [-1.73025, -0.13987, -0.01797], [2.20828, 0.78370, 0.09931], [-1.43778, -1.53087, 0.15109]], "forces_ev_per_angstrom": [[5.48, 1.02, 1.10], [-1.93, -0.53, -0.01], [0.51, -1.78, 0.17], [-3.54, -0.50, -1.04], [-0.51, 1.79, -0.23]]}

---

(4)
{"formula": "C2H2S2", "method": "the ωB97M-V functional and the def2-TZVPD basis", "e_above_lowest_kj_mol": 78.1, "charge": 0, "gap_ha": 0.26673, "lumo_ev": -1.906, "max_force_ha_per_bohr": 0.0763, "e_tot_ha": -873.70798, "species": ["C", "C", "H", "H", "S", "S"], "positions_angstrom": [[-0.60140, 0.06643, -0.14646], [0.79766, -0.26755, 0.01569], [-1.13362, 0.39421, 0.80408], [1.26281, -0.44718, -1.04487], [-1.49528, 0.38371, -1.39114], [1.41361, -0.30498, 1.45522]], "forces_ev_per_angstrom": [[-1.35, 1.57, 3.33], [-0.26, -0.49, -3.82], [1.07, -0.96, -0.59], [-0.17, 0.16, 2.18], [-0.60, -0.10, -2.46], [1.31, -0.19, 1.36]]}